1.
C38H32AgFI2N2OSi as an isolated structure, computed with ωB97M-V/def2-TZVPD.

The frontier orbital gap comes out at 4.6 eV. As for the charge: -2. As for the energy above the lowest of the compared OMol25 structures with the same formula, charge and spin: 0.00 kcal/mol.

Positions of all 78 atoms, in Å:
Ag -0.996 -0.377 -0.554
I -1.749 7.871 1.038
C -1.578 5.794 1.085
C -2.530 5.036 1.751
C -2.394 3.657 1.774
I -3.805 2.510 2.793
C -1.319 2.942 1.141
O -1.207 1.687 1.170
C -0.358 3.795 0.476
C 0.854 3.155 -0.144
N 0.524 2.299 -1.292
C 1.706 1.599 -1.751
C 1.451 0.291 -2.460
C 2.542 -0.518 -2.803
C 2.312 -1.703 -3.464
C 1.010 -2.059 -3.789
C -0.011 -1.212 -3.398
N 0.208 -0.074 -2.735
C -0.500 5.168 0.458
H -3.368 5.508 2.246
H 1.387 2.582 0.627
H 1.531 3.944 -0.489
H -0.175 1.634 -0.961
H 2.401 1.386 -0.929
H 2.258 2.235 -2.456
H 3.544 -0.214 -2.520
H 3.138 -2.358 -3.715
H 0.781 -2.980 -4.311
H -1.053 -1.443 -3.590
H 0.247 5.765 -0.055
C 3.571 1.729 2.663
C 2.305 1.672 3.237
C 1.392 0.700 2.838
C 1.700 -0.242 1.844
C 2.980 -0.152 1.278
C 3.906 0.806 1.679
Si 0.388 -1.472 1.168
C -0.629 -1.865 2.721
C -0.191 -2.668 3.780
C -0.953 -2.836 4.930
C -2.178 -2.187 5.055
C -2.631 -1.377 4.022
C -1.867 -1.224 2.866
C 1.444 -3.053 0.869
C 2.641 -3.374 1.524
C 3.332 -4.555 1.267
C 2.841 -5.464 0.337
C 1.658 -5.175 -0.333
C 0.981 -3.987 -0.071
H 4.281 2.489 2.970
H 2.019 2.398 3.990
H 0.404 0.695 3.285
H 3.265 -0.853 0.496
H 4.886 0.842 1.213
H 0.765 -3.181 3.703
H -0.588 -3.468 5.733
H -2.770 -2.308 5.956
H -3.575 -0.851 4.112
H -2.219 -0.571 2.072
H 3.050 -2.677 2.250
H 4.256 -4.764 1.794
H 3.379 -6.384 0.132
H 1.267 -5.869 -1.069
H 0.071 -3.763 -0.621
F -2.999 1.266 -6.784
C -3.043 0.936 -5.449
C -3.450 -0.322 -5.073
C -3.493 -0.641 -3.714
C -3.134 0.271 -2.699
C -3.130 -0.084 -1.288
C -2.725 1.544 -3.159
C -2.679 1.876 -4.505
H -3.734 -1.044 -5.830
H -3.818 -1.634 -3.419
H -3.725 -0.966 -1.059
H -3.352 0.736 -0.605
H -2.402 2.275 -2.425
H -2.347 2.858 -4.823


2.
C38H32AsN3O13P2Sr as an isolated structure, computed with ωB97M-V/def2-TZVPD.

The frontier orbital gap comes out at 7.6 eV. As for the charge: -2. As for the energy above the lowest of the compared OMol25 structures with the same formula, charge and spin: 14.13 kcal/mol.

Positions of all 90 atoms, in Å:
Sr 1.362 -1.169 -0.506
O -4.256 2.354 4.953
C -3.071 2.743 4.893
O -2.545 3.780 5.339
C -2.123 1.819 4.087
C -0.798 2.138 3.887
C -0.011 1.296 3.110
N -0.480 0.206 2.496
C -1.770 -0.113 2.701
C -2.596 0.656 3.512
C -2.301 -1.337 2.014
C -3.593 -1.806 2.251
C -4.007 -2.980 1.646
C -3.134 -3.663 0.823
C -1.885 -3.102 0.597
N -1.494 -1.958 1.148
C 1.446 1.586 2.943
C 1.857 2.789 2.377
C 3.213 3.053 2.272
C 4.111 2.114 2.740
C 3.606 0.945 3.289
N 2.310 0.675 3.397
H -0.399 3.037 4.340
H -3.633 0.415 3.694
H -4.262 -1.268 2.906
H -5.008 -3.356 1.824
H -3.400 -4.594 0.341
H -1.187 -3.587 -0.073
H 1.113 3.494 2.033
H 3.560 3.975 1.821
H 5.180 2.257 2.655
H 4.282 0.175 3.648
O -1.067 -4.198 -2.748
C -0.171 -3.483 -2.299
O -0.256 -2.226 -2.099
C 1.257 -4.141 -2.019
O 1.310 -5.296 -1.585
O 2.260 -3.393 -2.293
C 5.084 -2.913 -2.079
C 4.640 -2.320 -0.755
O 5.728 -2.299 0.160
P 3.249 -3.372 0.341
O 3.582 -2.615 1.721
O 3.719 -4.878 0.335
O 1.764 -3.338 0.315
P 4.133 -0.459 -1.057
O 2.952 -0.823 -2.288
O 5.178 0.456 -1.527
O 3.417 -0.092 0.229
H 5.234 -3.993 -1.998
H 6.039 -2.438 -2.313
H 4.386 -2.742 -2.890
H 5.783 -3.128 0.646
H 3.524 -1.677 1.395
H 3.021 -5.335 -0.207
H 2.876 -1.814 -2.200
C -4.885 -0.360 -3.521
C -4.213 -1.389 -2.883
C -3.112 -1.118 -2.078
C -2.689 0.192 -1.900
C -3.359 1.225 -2.553
C -4.450 0.952 -3.361
As -1.140 0.586 -0.782
C -1.837 2.233 0.013
C -1.215 3.475 -0.030
C -1.724 4.542 0.702
C -2.848 4.378 1.498
C -3.490 3.148 1.525
C -2.992 2.091 0.778
C 0.079 1.290 -2.149
C -0.042 0.912 -3.484
C 0.931 1.289 -4.398
C 2.041 2.015 -3.988
C 2.192 2.353 -2.652
C 1.218 1.983 -1.735
H -5.740 -0.574 -4.151
H -4.522 -2.418 -3.017
H -2.557 -1.942 -1.651
H -3.033 2.252 -2.428
H -4.958 1.765 -3.868
H -0.340 3.634 -0.645
H -1.221 5.501 0.660
H -3.213 5.192 2.111
H -4.356 2.998 2.158
H -3.512 1.139 0.815
H -0.871 0.292 -3.801
H 0.838 0.980 -5.432
H 2.813 2.275 -4.701
H 3.087 2.858 -2.312
H 1.391 2.191 -0.682


3.
C38H32Br2N3O5Sn as an isolated structure, computed with ωB97M-V/def2-TZVPD.

The frontier orbital gap comes out at 3.4 eV. As for the charge: +3. As for the energy above the lowest of the compared OMol25 structures with the same formula, charge and spin: 7.04 kcal/mol.

Positions of all 81 atoms, in Å:
Sn -0.390 -0.523 0.075
C -4.766 -0.144 -0.104
C -4.418 1.118 0.607
C -5.389 2.028 1.031
C -5.001 3.200 1.639
C -3.636 3.460 1.813
C -3.117 4.678 2.380
Br -4.245 5.958 3.001
C -1.725 4.955 2.474
C -0.814 4.050 2.054
Br 0.974 4.411 2.102
C -1.244 2.703 1.497
O -0.406 1.903 1.161
C -2.733 2.478 1.373
N -3.105 1.356 0.811
H -5.838 -0.255 -0.239
H -4.386 -1.000 0.457
H -4.285 -0.147 -1.083
H -6.436 1.818 0.865
H -5.740 3.920 1.963
H -1.396 5.902 2.883
C -1.326 1.208 -5.790
O -0.492 0.053 -5.717
C -0.180 -0.640 -6.842
C -0.300 -0.155 -8.139
C 0.064 -0.940 -9.223
C 0.523 -2.234 -9.040
C 0.619 -2.734 -7.757
C 0.295 -1.941 -6.664
N 0.325 -2.558 -5.366
C 0.696 -2.087 -4.207
C 1.546 -0.986 -3.932
C 2.459 -0.473 -4.884
C 3.361 0.494 -4.547
C 3.345 1.017 -3.245
C 2.471 0.535 -2.300
C 1.545 -0.474 -2.611
O 0.678 -0.912 -1.711
H -1.246 1.733 -6.736
H -1.001 1.870 -4.992
H -2.365 0.917 -5.631
H -0.682 0.838 -8.320
H -0.018 -0.529 -10.220
H 0.802 -2.845 -9.887
H 0.972 -3.746 -7.591
H -0.055 -3.496 -5.361
H 0.359 -2.664 -3.352
H 2.470 -0.892 -5.883
H 4.085 0.845 -5.268
H 4.038 1.805 -2.980
H 2.469 0.920 -1.286
C -4.442 -1.605 4.662
O -3.075 -1.861 4.332
C -2.821 -2.854 3.434
C -3.771 -3.456 2.624
C -3.382 -4.462 1.745
C -2.062 -4.881 1.688
C -1.114 -4.285 2.504
C -1.491 -3.272 3.365
N -0.612 -2.697 4.330
C 0.685 -2.568 4.346
C 1.636 -2.681 3.294
C 2.957 -3.026 3.685
C 3.967 -3.137 2.773
C 3.688 -2.881 1.425
C 2.429 -2.491 1.027
C 1.378 -2.347 1.943
O 0.205 -1.849 1.564
H -4.950 -2.523 4.958
H -4.966 -1.148 3.820
H -4.425 -0.914 5.499
H -4.811 -3.165 2.688
H -4.126 -4.933 1.116
H -1.776 -5.698 1.040
H -0.090 -4.636 2.499
H -1.105 -2.394 5.163
H 1.085 -2.338 5.330
H 3.144 -3.248 4.729
H 4.965 -3.409 3.086
H 4.475 -2.975 0.687
H 2.214 -2.264 -0.013


Number 1: HOMO level -0.95 eV, F_max 1.163 eV/Å. Number 2: HOMO level -3.46 eV, F_max 3.321 eV/Å. Number 3: HOMO level -14.50 eV, F_max 1.079 eV/Å.